Computed, not measured: a molecular structure, C27H35N5O3OsP2, with ωB97M-V/def2-TZVPD.

Geometry as ORCA input:
```
! wB97M-V def2-TZVPD RIJCOSX def2/J DEFGRID3
* xyz 2 5
Os 0.0212 1.4544 -3.1591
C -1.7126 1.5509 -6.3615
C -1.6546 0.2238 -6.2012
C -0.7718 -0.6864 -7.0043
C 0.6510 -0.1221 -7.1981
C 1.2420 0.6426 -6.0403
C 0.9560 1.9224 -5.6956
C 0.3521 2.9121 -6.6608
C -0.8900 2.3391 -7.3420
C 0.7370 1.4532 -1.1773
H -2.4673 2.1468 -5.8574
H -2.3783 -0.3023 -5.5799
H -1.2044 -0.8433 -8.0059
H -0.7808 -1.6910 -6.5543
H 1.3315 -0.9437 -7.4687
H 0.6120 0.5014 -8.0989
H 2.0516 0.1342 -5.5114
H 1.4517 2.3889 -4.8364
H 1.0763 3.2572 -7.4225
H 0.0754 3.8033 -6.0835
H -1.5017 3.1534 -7.7431
H -0.6221 1.7597 -8.2342
H -0.0202 1.9543 -0.5676
H 1.6794 1.9534 -0.8778
H 0.8580 0.4629 -0.7090
P 1.3254 -0.4782 -2.8924
P -1.1488 -1.0658 -1.9912
N 2.9513 0.4873 -3.3215
N 2.4288 -1.6458 -1.8629
N -2.0753 0.3716 -2.7061
N -2.7025 -1.8383 -1.5761
C 0.6457 -1.6885 -4.1004
C -0.8371 -1.9124 -3.6479
C 2.7473 1.8388 -3.1233
C 3.8658 2.5473 -3.5132
C 4.7844 1.6016 -4.0193
C 4.2225 0.3259 -3.8645
C 3.2522 -1.1112 -0.8762
C 4.0287 -2.1417 -0.3536
C 3.7123 -3.3316 -1.0723
C 2.7413 -2.9917 -2.0106
C -1.7189 1.7523 -2.3122
C -2.4979 2.6019 -3.2399
C -3.4144 1.7637 -3.8774
C -3.1132 0.4347 -3.5742
C -3.8788 -2.2102 -2.2022
C -4.6762 -2.9038 -1.2928
C -3.9381 -2.9870 -0.0810
C -2.7268 -2.3505 -0.2795
H 1.3038 -2.5760 -4.1893
H 0.6539 -1.2397 -5.1135
H -1.4592 -1.5115 -4.4750
H -1.0640 -2.9874 -3.4877
H 1.8067 2.3899 -2.8535
H 3.8765 3.6145 -3.3891
H 5.7245 1.8828 -4.4537
H 4.6284 -0.6567 -4.0880
H 3.1930 -0.0632 -0.6109
H 4.7243 -2.0384 0.4601
H 4.0908 -4.3185 -0.8704
H 2.2435 -3.5955 -2.7501
H -1.8941 1.9455 -1.2348
H -2.5231 3.6850 -3.1611
H -4.1569 2.0244 -4.6252
H -3.5847 -0.4720 -3.9267
H -4.0937 -1.9611 -3.2208
H -5.6644 -3.2865 -1.4620
H -4.1884 -3.4558 0.8490
H -1.9083 -2.1808 0.3804
O -0.8022 -1.0263 1.4900
N -1.2648 0.0443 1.0700
O -1.0443 1.1338 1.6146
O -1.9461 0.0430 -0.0655
*
```

Summary:
E, eV: -63173.480
Orbital gap (alpha / beta), eV: 6.34 / 4.42
Lowest unoccupied orbital energy (alpha / beta), eV: -6.68 / -9.25

Computed, not measured: a single C10H11NO molecule, with ωB97M-V/def2-TZVPD.

Geometry as ORCA input:
```
! wB97M-V def2-TZVPD RIJCOSX def2/J DEFGRID3
* xyz 0 1
C 0.6570 2.1402 1.8013
C 0.9003 -1.4699 1.3058
C -0.1140 0.8224 -0.1885
C 1.3437 1.7311 2.8786
C 0.4081 0.8813 1.0337
C 0.9477 -0.2054 1.7826
C 0.4919 -1.7557 -0.1843
C -0.2420 -0.5253 -0.8116
C -1.7470 -0.9425 -0.7888
C 0.1235 -0.4525 -2.3096
N 1.2856 0.4195 2.9821
O 0.7705 -2.8321 -0.6937
H 0.3043 3.1224 1.5439
H 1.3619 -2.4122 1.6373
H -0.7156 1.5772 -0.5934
H 1.5779 2.2586 3.8244
H -1.8796 -1.9302 -1.4254
H -2.3714 -0.1967 -1.2738
H -2.1163 -1.0513 0.3424
H 1.1361 -0.4447 -2.4606
H -0.2405 0.4383 -2.7151
H -0.2033 -1.4046 -2.8380
H 1.6849 -0.0056 3.8051
*
```

Summary:
E, eV: -14083.611
Structure (SMILES): CC1(C)C=c2cc[nH]c2=CC1=O
Orbital gap, eV: 7.51
Lowest unoccupied orbital energy, eV: -0.01

Computed, not measured: a molecular structure, C34H37BrFFeN5Si, with ωB97M-V/def2-TZVPD.

Geometry as ORCA input:
```
! wB97M-V def2-TZVPD RIJCOSX def2/J DEFGRID3
* xyz 1 6
Fe -0.0948 -0.1872 0.2399
C 2.5771 -1.2811 1.9666
C 1.7082 -1.9541 3.0011
C 0.4736 -1.1922 3.4224
C -0.0893 -1.4934 4.6585
C -1.1674 -0.7685 5.1212
C -1.6319 0.2870 4.3508
C -1.0309 0.5155 3.1340
N -0.0273 -0.2299 2.6354
N 2.0583 -1.1889 0.5852
C 2.0202 -2.4985 -0.0705
C 1.3549 -2.3952 -1.4156
C 1.6115 -3.3103 -2.4252
C 0.8929 -3.2246 -3.6036
C -0.0507 -2.2162 -3.7439
C -0.2294 -1.3342 -2.7004
N 0.4625 -1.4170 -1.5579
C 3.0076 -0.3162 -0.1332
C 2.8357 1.0891 0.3707
C 3.8766 1.9915 0.5146
C 3.5964 3.2465 1.0309
C 2.2903 3.5558 1.3814
C 1.3103 2.6026 1.1792
N 1.5789 1.3904 0.6912
H 3.5469 -1.7949 1.9320
H 2.7722 -0.2641 2.3048
H 2.3342 -2.0539 3.8906
H 1.4542 -2.9792 2.7262
H 0.3448 -2.2858 5.2549
H -1.6170 -0.9980 6.0781
H -2.4420 0.9222 4.6796
H -1.3597 1.3481 2.5259
H 1.4355 -3.1888 0.5391
H 3.0273 -2.9208 -0.1770
H 2.3582 -4.0791 -2.2772
H 1.0690 -3.9308 -4.4041
H -0.6362 -2.1094 -4.6462
H -0.9384 -0.5205 -2.7642
H 2.7871 -0.3477 -1.1984
H 4.0382 -0.6657 -0.0011
H 4.8851 1.7047 0.2475
H 4.3877 3.9718 1.1661
H 2.0274 4.5229 1.7866
H 0.2708 2.8111 1.4074
C 0.7559 3.7985 -2.0075
Si 0.0728 2.0818 -2.3369
C -1.1547 2.1335 -3.7613
C 1.6268 1.2278 -2.9658
N -0.7219 1.3220 -0.9317
C -1.9437 1.9584 -0.6083
C -2.4447 3.1725 -1.1157
C -3.6645 3.6947 -0.7077
C -4.4603 3.0496 0.2262
C -4.0154 1.8464 0.7540
C -2.8054 1.3731 0.3170
F -2.3525 0.1779 0.8156
H 1.2949 4.1180 -2.9053
H 1.4856 3.7661 -1.1965
H 0.0334 4.5767 -1.7704
H -0.6701 1.8509 -4.6992
H -1.5877 3.1240 -3.9102
H -1.9897 1.4482 -3.5916
H 1.7614 1.5780 -3.9935
H 1.6257 0.1433 -3.0071
H 2.5046 1.5630 -2.4056
H -1.8867 3.7247 -1.8519
H -3.9969 4.6300 -1.1392
H -5.4096 3.4649 0.5340
H -4.5879 1.2748 1.4726
Br -3.8403 -5.9331 0.0497
C -2.8111 -4.3569 0.1955
C -1.8323 -4.2584 1.1606
C -1.0720 -3.0889 1.2495
C -1.2611 -2.0209 0.3823
C -2.2874 -2.1465 -0.5588
C -3.0564 -3.2942 -0.6621
H -1.6664 -5.0781 1.8483
H -0.3480 -3.0477 2.0429
H -2.5250 -1.3246 -1.2279
H -3.8480 -3.3626 -1.3974
*
```

Summary:
E, eV: -158329.859
Orbital gap (alpha / beta), eV: 7.88 / 7.01
Lowest unoccupied orbital energy (alpha / beta), eV: -2.29 / -3.16